(1)
One molecule with the formula C3H10O2Si, computed with wB97M-V/def2-TZVPD.

As for the structure (SMILES): C[C@H](O)C[SiH2]O. The LUMO energy is 0.853 eV. The HOMO energy is -9.35 eV. As for the energy relative to the best compared isomer or geometry (same formula, charge and spin): 26.34 kcal/mol. The gap between HOMO and LUMO is 10.20 eV.

```
! RIJCOSX wB97M-V def2-TZVPD def2/J DEFGRID3
* xyz 0 1
C 0.90 2.09 -0.04
C -0.08 0.93 -0.15
O -1.28 1.07 0.56
C 0.70 -0.66 0.27
Si -0.34 -2.12 -0.35
O -1.83 -2.30 0.27
H 1.29 2.36 0.99
H 1.85 1.71 -0.55
H 0.42 2.98 -0.41
H -0.45 0.52 -1.12
H -1.19 1.75 1.11
H 0.84 -0.79 1.41
H 1.70 -0.65 -0.12
H 0.22 -3.41 0.01
H -0.26 -1.70 -1.68
H -2.48 -1.77 -0.20
*
```

(2)
One molecule with the formula C3H3NO3, computed with wB97M-V/def2-TZVPD.

The LUMO energy is 0.453 eV. The HOMO energy is -9.74 eV. As for the energy relative to the best compared isomer or geometry (same formula, charge and spin): 72.44 kcal/mol. The gap between HOMO and LUMO is 10.19 eV.

```
! RIJCOSX wB97M-V def2-TZVPD def2/J DEFGRID3
* xyz 0 1
N -0.97 0.68 -0.62
C 0.09 0.55 0.18
O 1.17 0.18 -0.53
C 2.17 -0.37 0.28
O 2.11 -0.51 1.46
C -1.97 0.04 0.20
O -2.46 -1.01 -0.10
H -0.96 0.46 -1.62
H 2.99 -0.68 -0.37
H -2.15 0.60 1.13
*
```

(3)
A 10-piece molecular cluster, C44H108O22S4 overall, computed with wB97M-V/def2-TZVPD.

The LUMO energy is 0.327 eV. The HOMO energy is -8.45 eV. As for the energy relative to the best compared isomer or geometry (same formula, charge and spin): 0.00 kcal/mol. The gap between HOMO and LUMO is 8.78 eV.

```
! RIJCOSX wB97M-V def2-TZVPD def2/J DEFGRID3
* xyz 0 1
C -16.75 -26.28 4.41
O -16.01 -26.99 3.45
C -16.90 -27.72 2.57
C -16.13 -28.36 1.46
O -15.43 -29.53 1.88
C -14.23 -29.35 2.50
C -13.34 -30.56 2.20
O -12.95 -30.43 0.85
C -12.17 -31.55 0.53
H -17.34 -25.50 3.91
H -16.11 -25.81 5.16
H -17.38 -26.97 4.96
H -17.57 -27.04 2.03
H -17.42 -28.56 3.06
H -15.41 -27.69 1.02
H -16.77 -28.64 0.64
H -14.35 -29.22 3.58
H -13.82 -28.47 1.98
H -13.88 -31.50 2.38
H -12.45 -30.55 2.87
H -11.34 -31.66 1.23
H -11.79 -31.55 -0.51
H -12.83 -32.41 0.68
C -12.98 -22.57 3.14
O -12.78 -23.80 2.48
C -13.54 -24.84 2.99
C -13.07 -25.21 4.40
O -13.44 -24.34 5.48
C -13.38 -24.74 6.83
C -12.05 -25.37 7.17
O -10.92 -24.57 6.83
C -10.95 -23.31 7.45
H -14.06 -22.35 3.26
H -12.57 -21.75 2.48
H -12.48 -22.59 4.14
H -13.28 -25.60 2.32
H -14.65 -24.66 2.89
H -11.96 -25.31 4.32
H -13.46 -26.18 4.66
H -14.13 -25.45 7.19
H -13.47 -23.88 7.48
H -11.99 -26.31 6.62
H -12.02 -25.57 8.28
H -9.91 -23.01 7.62
H -11.61 -23.29 8.30
H -11.44 -22.58 6.79
C -9.52 -19.85 8.07
O -10.81 -19.57 7.64
C -11.61 -18.81 8.51
C -12.03 -19.64 9.73
O -13.07 -20.48 9.36
C -13.67 -21.09 10.53
C -12.82 -22.11 11.23
O -12.75 -23.35 10.58
C -11.43 -23.87 10.86
H -9.08 -19.00 8.63
H -8.97 -19.87 7.13
H -9.34 -20.78 8.63
H -12.46 -18.53 7.92
H -11.12 -17.88 8.87
H -12.40 -18.87 10.42
H -11.11 -20.11 10.13
H -14.54 -21.65 10.17
H -13.95 -20.28 11.25
H -13.25 -22.31 12.23
H -11.81 -21.70 11.45
H -11.37 -23.79 11.93
H -10.60 -23.38 10.30
H -11.41 -24.87 10.48
C -7.81 -31.08 -0.06
O -8.26 -29.74 -0.38
C -8.66 -29.61 -1.74
C -9.26 -28.24 -1.97
O -10.60 -28.14 -1.61
C -10.95 -28.01 -0.25
C -10.00 -27.12 0.57
O -9.78 -25.89 -0.01
C -10.93 -25.05 -0.13
H -6.88 -31.39 -0.48
H -8.57 -31.73 -0.40
H -7.69 -31.10 1.05
H -9.41 -30.36 -2.06
H -7.80 -29.73 -2.44
H -9.22 -28.06 -3.03
H -8.65 -27.43 -1.55
H -10.97 -28.98 0.25
H -11.98 -27.68 -0.28
H -9.05 -27.65 0.66
H -10.43 -26.95 1.60
H -11.63 -25.50 -0.84
H -10.60 -24.05 -0.39
H -11.51 -24.95 0.78
C -16.63 -22.75 4.68
O -17.69 -22.23 5.38
C -17.42 -21.53 6.50
C -16.89 -20.10 6.28
O -15.84 -19.98 5.42
C -14.65 -20.44 5.99
C -13.52 -19.65 5.23
O -13.58 -18.26 5.54
C -12.59 -17.61 4.82
H -16.27 -22.13 3.81
H -16.93 -23.74 4.23
H -15.80 -22.97 5.39
H -16.69 -22.06 7.10
H -18.31 -21.46 7.13
H -16.75 -19.62 7.25
H -17.68 -19.53 5.79
H -14.57 -21.54 5.97
H -14.68 -20.17 7.05
H -13.52 -19.75 4.14
H -12.55 -20.02 5.59
H -12.74 -17.91 3.77
H -11.59 -17.90 5.12
H -12.69 -16.53 4.93
C -20.75 -27.28 -3.11
O -19.77 -27.86 -2.33
C -20.12 -27.93 -0.95
C -19.90 -26.52 -0.31
O -18.52 -26.14 -0.20
C -17.93 -25.78 -1.44
C -16.45 -25.49 -1.21
O -16.35 -24.40 -0.33
C -14.99 -24.21 0.06
H -20.83 -26.18 -3.05
H -21.75 -27.67 -2.89
H -20.50 -27.54 -4.14
H -19.56 -28.67 -0.39
H -21.16 -28.18 -0.89
H -20.27 -26.55 0.71
H -20.43 -25.72 -0.78
H -18.38 -24.84 -1.78
H -17.97 -26.61 -2.13
H -15.98 -25.31 -2.17
H -15.96 -26.38 -0.79
H -14.93 -23.27 0.58
H -14.38 -24.14 -0.83
H -14.65 -25.01 0.68
C -16.91 -26.93 8.98
S -15.26 -27.29 9.64
O -14.42 -27.65 8.45
C -14.82 -25.56 10.11
H -17.35 -27.87 8.60
H -16.84 -26.20 8.20
H -17.60 -26.59 9.71
H -15.45 -25.23 10.90
H -14.91 -24.97 9.18
H -13.78 -25.54 10.44
C -9.33 -28.26 8.04
S -10.07 -27.89 9.72
O -10.44 -26.45 9.63
C -11.62 -28.92 9.43
H -10.04 -27.85 7.34
H -9.33 -29.34 7.92
H -8.32 -27.81 7.99
H -12.08 -29.06 10.40
H -11.28 -29.86 9.01
H -12.35 -28.46 8.72
C -9.21 -24.67 3.43
S -7.76 -24.56 4.58
O -6.89 -25.69 4.14
C -7.06 -23.05 3.87
H -8.77 -24.66 2.44
H -9.86 -23.84 3.54
H -9.67 -25.58 3.71
H -7.81 -22.29 3.95
H -6.89 -23.22 2.81
H -6.19 -22.77 4.41
C -7.14 -25.46 8.39
S -7.01 -23.83 9.23
O -7.85 -22.96 8.51
C -7.89 -24.34 10.74
H -6.50 -25.63 7.54
H -8.17 -25.40 8.00
H -6.98 -26.26 9.06
H -8.92 -24.54 10.44
H -7.84 -23.53 11.44
H -7.45 -25.30 11.11
*
```

(4)
C53H37Cl2F8N2O6PS2V as an isolated structure, computed with wB97M-V/def2-TZVPD.

The LUMO energy (alpha / beta) is 3.990 / 3.990 eV. Its expectation value of S² is 3.7602. The HOMO energy (alpha / beta) is -2.54 / -2.86 eV. As for the energy relative to the best compared isomer or geometry (same formula, charge and spin): 40.72 kcal/mol. The gap between HOMO and LUMO (alpha / beta) is 6.54 / 6.86 eV.

```
! RIJCOSX wB97M-V def2-TZVPD def2/J DEFGRID3
* xyz -2 4
V 0.27 -1.39 0.03
Cl 0.37 -4.82 -2.59
C 0.51 -3.42 -3.66
Cl 0.86 -1.90 -2.84
H -0.44 -3.29 -4.17
H 1.33 -3.61 -4.34
O 3.17 -1.58 1.28
S 2.70 -2.95 1.10
O 3.76 -3.88 0.79
O 1.58 -3.01 0.10
C 2.02 -3.30 2.70
C 2.34 -4.54 3.25
C 1.96 -4.82 4.56
C 1.27 -3.85 5.28
C 0.95 -2.63 4.69
C 1.30 -2.30 3.39
P 0.69 -0.66 2.44
C 1.96 0.46 3.23
C 1.69 1.81 3.45
C 2.62 2.65 4.03
C 3.86 2.17 4.42
C 4.14 0.82 4.23
C 3.20 -0.02 3.66
C -0.79 -0.39 3.51
C -0.72 0.15 4.79
C -1.87 0.32 5.56
C -3.11 -0.05 5.06
C -3.19 -0.57 3.77
C -2.05 -0.73 3.01
H 2.89 -5.25 2.66
H 2.20 -5.77 5.01
H 0.98 -4.05 6.30
H 0.38 -1.92 5.28
H 0.72 2.22 3.18
H 2.37 3.70 4.19
H 4.60 2.83 4.86
H 5.10 0.41 4.52
H 3.44 -1.07 3.53
H 0.23 0.45 5.20
H -1.78 0.73 6.56
H -4.00 0.08 5.66
H -4.15 -0.84 3.36
H -2.14 -1.10 1.99
F -0.97 -3.51 2.42
C -1.63 -3.62 1.23
C -1.34 -2.75 0.19
C -2.13 -3.03 -0.92
F -1.98 -2.33 -2.07
C -3.09 -4.02 -1.01
F -3.80 -4.22 -2.14
C -3.31 -4.85 0.08
F -4.23 -5.83 0.02
C -2.56 -4.64 1.21
F -2.76 -5.44 2.29
O 0.04 1.69 -4.07
C -1.05 1.49 -3.53
N -2.19 2.20 -3.96
C -3.26 2.00 -3.01
C -2.64 0.82 -2.18
O -3.32 0.24 -1.34
N -1.35 0.63 -2.52
C -4.56 1.55 -3.65
C -5.69 1.35 -2.86
C -6.87 0.89 -3.41
C -6.94 0.60 -4.77
C -5.82 0.78 -5.56
C -4.63 1.25 -5.00
C -3.42 3.22 -2.10
C -2.49 3.43 -1.08
C -2.56 4.56 -0.28
C -3.55 5.51 -0.49
C -4.47 5.32 -1.51
C -4.41 4.18 -2.30
H -2.02 3.12 -4.35
H -5.62 1.54 -1.79
H -7.73 0.73 -2.78
H -7.87 0.24 -5.21
H -5.86 0.55 -6.62
H -3.75 1.37 -5.61
H -1.71 2.70 -0.90
H -1.84 4.68 0.52
H -3.60 6.40 0.13
H -5.25 6.05 -1.69
H -5.14 4.03 -3.09
F 0.60 2.03 0.55
C -0.18 1.19 1.31
F -0.90 0.44 0.32
F -1.15 2.04 1.80
O 1.92 -0.02 -0.86
S 3.32 -0.56 -1.15
C 4.42 0.55 -0.29
C 5.73 0.18 -0.06
C 6.56 1.03 0.65
C 6.06 2.22 1.15
C 4.73 2.57 0.94
C 3.89 1.73 0.22
C 3.68 -0.01 -2.81
C 4.79 -0.54 -3.46
C 5.06 -0.15 -4.76
C 4.19 0.73 -5.41
C 3.07 1.21 -4.76
C 2.80 0.84 -3.44
H 6.09 -0.78 -0.42
H 7.58 0.75 0.84
H 6.70 2.88 1.73
H 4.33 3.48 1.36
H 2.84 1.95 0.08
H 5.43 -1.25 -2.95
H 5.92 -0.55 -5.28
H 4.39 1.02 -6.43
H 2.36 1.86 -5.26
H 1.89 1.17 -2.96
*
```